C15H37N3O4S2 as an isolated structure, computed with ωB97M-V/def2-TZVPD.

frontier orbital gap: 8.215 eV
E_LUMO: 0.16 eV
highest occupied orbital energy: -0.296 Ha

The geometry in XYZ format:
```
61
Properties=species:S:1:pos:R:3:forces:R:3
C -1.43550 -1.97075 -2.09759 0.0 0.5 0.3
C -2.06540 -1.02427 -1.11364 -0.6 1.3 -0.6
O -2.76440 -0.09082 -1.46065 0.6 -1.2 0.6
N -1.87807 -1.22027 0.31529 0.0 0.0 -0.2
C -2.84262 -2.20280 0.82182 0.6 0.1 -0.1
O -0.58413 -1.80965 0.58110 -0.2 0.4 -0.2
S 0.71805 -0.77001 0.55135 0.0 -0.1 0.2
O 1.39501 -1.11213 -0.66062 0.5 -0.1 -0.4
O 0.05120 0.68011 0.19280 -0.2 -0.6 0.6
S -0.71306 1.49138 1.47067 -0.4 0.6 0.0
H -0.41339 -2.20153 -1.85144 0.2 -0.2 0.1
H -2.03325 -2.87156 -2.14775 -0.1 -0.3 0.1
H -1.47287 -1.47706 -3.05123 0.0 0.1 -0.4
H -2.84370 -3.10333 0.21607 -0.2 -0.3 -0.2
H -3.81103 -1.73564 0.84345 -0.4 0.1 0.0
H -2.51854 -2.47619 1.81187 -0.1 0.0 0.4
H -0.31796 0.78494 2.54841 0.3 -0.2 -0.3
C 0.74782 -4.84793 -0.59472 0.0 -0.1 0.1
C 1.56242 -5.85633 -1.38821 0.0 0.0 0.1
N 2.28073 -5.24868 -2.48964 0.0 0.0 -0.1
C 2.83272 -6.21408 -3.42176 0.0 -0.1 -0.1
C 3.92328 -7.16829 -2.91781 0.0 0.0 -0.1
C 3.14378 -4.13388 -2.13507 0.0 0.2 0.1
C 4.24721 -4.37859 -1.09688 0.1 0.1 -0.1
H 0.08552 -4.28397 -1.25034 0.0 0.0 0.0
H 0.13458 -5.36398 0.14606 0.0 0.0 0.0
H 1.38213 -4.14234 -0.05794 0.0 0.0 0.0
H 0.87951 -6.60089 -1.80634 0.1 0.0 -0.1
H 2.22514 -6.39971 -0.69489 0.0 0.0 0.0
H 3.21015 -5.67218 -4.29280 0.0 0.1 0.0
H 1.99911 -6.81735 -3.79571 0.0 0.0 0.1
H 4.88007 -6.66399 -2.79183 0.0 0.0 0.1
H 4.07565 -7.96632 -3.64728 0.0 0.0 0.0
H 3.65239 -7.63819 -1.97213 0.0 0.0 0.0
H 2.51184 -3.32031 -1.77117 0.0 0.0 0.0
H 3.59230 -3.74801 -3.05322 0.0 -0.1 -0.1
H 3.88198 -4.93377 -0.23167 0.0 0.0 0.0
H 4.62254 -3.42013 -0.73324 0.0 0.0 0.0
H 5.09632 -4.91751 -1.51449 0.0 -0.1 0.0
C -2.67155 8.31775 3.27682 0.0 0.0 0.0
C -1.85173 7.76235 2.12199 -0.1 0.1 0.0
N -1.07535 6.59397 2.48584 0.2 -0.1 0.0
C -0.07810 6.22825 1.49552 0.2 0.0 -0.1
C -0.56076 5.77319 0.11260 0.1 -0.1 0.0
C -1.82831 5.49530 3.06015 -0.2 -0.1 0.2
C -2.97919 4.90129 2.23645 0.0 -0.1 0.0
H -2.03844 8.51287 4.14296 0.0 0.0 0.0
H -3.13898 9.25639 2.97787 0.0 0.0 0.0
H -3.47001 7.63868 3.57788 0.0 0.0 0.0
H -1.15148 8.53624 1.79756 0.1 -0.1 -0.1
H -2.52350 7.57500 1.26878 0.0 0.0 0.0
H 0.55861 5.44859 1.92203 -0.1 0.0 0.1
H 0.57693 7.09479 1.36062 -0.1 0.1 0.0
H -0.98009 4.76827 0.13706 -0.1 0.0 0.0
H 0.28368 5.74986 -0.57886 0.0 0.0 0.0
H -1.30629 6.44995 -0.30547 0.0 0.0 0.0
H -2.23421 5.82778 4.01925 0.0 0.1 0.0
H -1.12278 4.70117 3.31786 0.1 0.0 -0.1
H -3.61545 5.66990 1.79658 0.0 0.0 0.0
H -3.61200 4.28771 2.88137 0.0 0.0 0.0
H -2.61856 4.25668 1.43634 0.0 0.1 -0.1
```
Positions in Å, forces in eV/Å.

Mulliken population analysis, charges in e, atoms 1 to 6: atom 1 (C): -0.57, atom 2 (C): 0.59, atom 3 (O): -0.58, atom 4 (N): 0.11, atom 5 (C): -0.97, atom 6 (O): -0.11


An isolated molecule of C4H7NO, computed with ωB97M-V/def2-TZVPD.

SMILES string: NC(=O)C1CC1
ΔE to the lowest compared entry with this formula, charge and spin: 0.666 eV
frontier orbital gap: 10.859 eV
E_LUMO: 0.98 eV
highest occupied orbital energy: -0.363 Ha

The geometry in XYZ format:
```
13
Properties=species:S:1:pos:R:3:forces:R:3
N -2.05991 0.69850 0.50427 -0.1 -0.1 0.0
C -1.04272 -0.20112 0.35610 0.0 -0.1 0.0
O -1.18351 -1.38967 0.59253 0.0 0.3 -0.1
C 0.25874 0.38043 -0.09519 -0.1 0.1 0.0
C 1.10372 -0.47077 -1.00990 0.1 -0.1 -0.2
C 1.51472 -0.28319 0.40794 0.2 -0.1 0.2
H -1.98762 1.63895 0.15238 0.0 -0.2 0.1
H -2.97887 0.33060 0.70080 0.1 0.1 0.0
H 0.28904 1.45642 -0.24370 0.0 -0.2 0.0
H 0.68968 -1.43595 -1.28432 0.0 0.2 0.1
H 1.66198 0.03991 -1.78833 -0.1 -0.1 0.1
H 2.36313 0.35793 0.62581 -0.1 -0.1 0.0
H 1.37162 -1.12205 1.08160 0.0 0.1 -0.1
```
Positions in Å, forces in eV/Å.

Mulliken population analysis, charges in e, atoms 1 to 6: atom 1 (N): -0.42, atom 2 (C): 0.48, atom 3 (O): -0.63, atom 4 (C): -0.02, atom 5 (C): -0.55, atom 6 (C): -0.56


C2H9N2PS3 as an isolated structure, computed with ωB97M-V/def2-TZVPD.

ΔE to the lowest compared entry with this formula, charge and spin: 1.693 eV
frontier orbital gap (alpha / beta): 7.550 / 7.288 eV
E_LUMO (alpha / beta): -0.37 / -0.61 eV
highest occupied orbital energy (alpha / beta): -0.291 / -0.290 Ha

The geometry in XYZ format:
```
17
Properties=species:S:1:pos:R:3:forces:R:3
C 0.51352 -2.94095 -0.34742 -1.7 -0.2 -2.7
C -2.89868 1.01583 0.85283 -0.6 -2.4 -2.5
N 2.23103 1.89567 -0.18307 -1.0 1.9 0.1
N 3.14796 1.06433 -0.33289 1.5 -0.6 0.0
P -0.15179 0.20342 -0.61915 0.1 0.6 0.7
S 0.45807 1.21777 1.11188 -0.2 -0.4 0.0
S -0.75415 -1.71624 -0.05211 -1.0 0.1 0.8
S -2.08345 1.02383 -0.82094 0.1 -0.2 0.3
H 1.24183 -3.12476 0.38657 1.2 0.3 0.7
H 0.78054 -2.79975 -1.42148 0.8 -0.2 1.0
H -0.13595 -3.81943 -0.42042 0.2 -0.2 0.3
H -3.88453 1.11895 0.38558 -0.2 0.8 1.1
H -2.49796 1.69889 1.52095 0.4 1.7 0.9
H -2.92134 0.02964 1.32855 0.3 0.0 -0.3
H 1.42657 2.15507 -0.87523 1.8 -0.6 1.2
H 2.49760 2.61682 0.54385 -0.9 -0.8 -1.3
H 3.03073 0.36092 -1.05753 -0.8 0.3 -0.3
```
Positions in Å, forces in eV/Å.

Mulliken population analysis, charges in e, atoms 1 to 6: atom 1 (C): -0.89, atom 2 (C): -0.86, atom 3 (N): -0.06, atom 4 (N): -0.59, atom 5 (P): 0.00, atom 6 (S): -0.24


The records above yield M values of 387.6; 85.1; 188.3 g mol⁻¹, respectively.
The records above yield strongest force on any atom values of 1.53; 0.35; 3.56 eV/A, respectively.